(1)
This record from the Open Molecules 2025 dataset describes a molecular structure, C34H24BrIN3O2Pd. The level of theory is the ωB97M-V functional and the def2-TZVPD basis.

As for the calculated total energy: -4623.31634 Ha. For the maximum force, the calculation gives 0.0071 hartree/bohr. For the gap between HOMO and LUMO (alpha / beta), the calculation gives 6.090 / 4.056 eV. The expectation value of S² is 6.082.

```
! wB97M-V def2-TZVPD RIJCOSX def2/J DEFGRID3
* xyz 3 5
Pd -0.109 0.432 0.197
C -0.712 -0.405 4.311
C -1.837 0.358 4.578
C -2.451 1.087 3.569
C -1.933 1.071 2.277
C -0.778 0.319 2.070
C -0.160 -0.441 3.028
C -2.526 1.721 1.107
C -3.687 2.507 1.124
C -4.142 3.040 -0.049
C -3.454 2.802 -1.259
C -3.885 3.330 -2.499
C -3.182 3.069 -3.640
C -2.023 2.269 -3.587
C -1.581 1.742 -2.404
C -2.292 2.004 -1.217
N -1.859 1.489 -0.024
H -0.250 -0.987 5.097
H -2.251 0.375 5.576
H -3.344 1.657 3.787
H 0.714 -1.045 2.827
H -4.209 2.684 2.053
H -5.037 3.651 -0.061
H -4.776 3.943 -2.525
H -3.511 3.475 -4.587
H -1.477 2.073 -4.501
H -0.686 1.124 -2.379
O 6.584 3.137 3.547
C 5.599 3.481 2.722
O 5.471 4.595 2.306
C 4.636 2.426 2.242
C 3.380 2.897 1.774
C 2.471 2.036 1.257
C 2.761 0.632 1.145
C 4.046 0.175 1.616
C 4.944 1.058 2.147
N 1.839 -0.168 0.607
C 2.035 -1.555 0.498
C 0.946 -2.333 0.111
C 1.009 -3.739 -0.019
C -0.122 -4.436 -0.374
C -1.312 -3.743 -0.604
C -1.321 -2.362 -0.471
N -0.232 -1.679 -0.135
H 6.494 2.253 3.923
H 3.183 3.958 1.838
H 1.511 2.404 0.913
H 4.313 -0.868 1.553
H 5.910 0.691 2.469
H 2.991 -2.011 0.698
H 1.945 -4.246 0.174
H -0.093 -5.514 -0.466
H -2.222 -4.260 -0.871
H -2.226 -1.787 -0.628
Br 0.337 -0.893 -5.523
C 1.855 0.049 -5.904
C 2.138 0.321 -7.263
C 3.261 1.022 -7.587
C 4.131 1.475 -6.562
C 3.869 1.217 -5.216
C 2.747 0.506 -4.860
I 2.442 0.079 -2.861
H 1.459 -0.035 -8.026
H 3.496 1.235 -8.621
H 5.021 2.029 -6.833
H 4.557 1.569 -4.461
*
```

(2)
This record from the Open Molecules 2025 dataset describes a molecular structure, C25H27F5N5O3PS2Y at a distorted geometry. The level of theory is the ωB97M-V functional and the def2-TZVPD basis.

As for the calculated total energy: -3143.96655 Ha. For the maximum force, the calculation gives 0.0495 hartree/bohr. For the gap between HOMO and LUMO, the calculation gives 7.214 eV.

```
! wB97M-V def2-TZVPD RIJCOSX def2/J DEFGRID3
* xyz -1 1
Y -0.653 -0.936 1.043
N -0.348 -2.401 5.264
C -0.225 -1.754 4.059
S 0.257 -2.746 2.721
N -0.409 -0.465 4.092
N -0.323 0.233 2.906
C 0.067 1.451 3.029
C 0.196 2.432 1.972
C 0.656 3.706 2.333
C 0.826 4.718 1.413
C 0.526 4.464 0.074
C 0.070 3.225 -0.316
C -0.101 2.164 0.605
O -0.537 1.016 0.184
H -0.487 -3.393 5.175
H -0.911 -1.931 5.954
H 0.338 1.788 4.030
H 0.884 3.885 3.379
H 1.186 5.690 1.722
H 0.645 5.249 -0.664
H -0.170 3.022 -1.354
C 5.502 2.077 -3.683
C 4.719 1.182 -2.759
C 5.115 -0.132 -2.527
C 4.388 -0.949 -1.672
C 3.263 -0.447 -1.045
C 2.849 0.858 -1.263
C 3.579 1.664 -2.118
S 2.357 -1.468 0.113
O 2.257 -0.706 1.338
O 3.030 -2.740 0.143
N 0.842 -1.538 -0.408
C 0.460 -1.838 -1.684
C 1.291 -2.417 -2.663
C 0.768 -2.657 -3.913
C -0.560 -2.334 -4.176
C -1.304 -1.786 -3.147
N -0.823 -1.527 -1.936
H 6.421 1.594 -4.012
H 5.767 3.009 -3.180
H 4.909 2.332 -4.563
H 5.998 -0.520 -3.021
H 4.688 -1.970 -1.471
H 1.964 1.230 -0.758
H 3.261 2.687 -2.289
H 2.300 -2.696 -2.399
H 1.384 -3.116 -4.678
H -1.001 -2.514 -5.146
H -2.349 -1.532 -3.299
F -2.641 -1.861 2.428
C -3.282 -2.673 1.419
F -2.330 -2.459 0.319
C -3.003 -4.126 1.848
F -1.898 -4.704 1.335
F -4.032 -4.911 1.430
F -2.957 -4.263 3.187
C -3.363 2.340 0.701
P -3.249 0.502 0.801
C -4.794 0.220 1.765
C -3.824 0.103 -0.900
H -4.318 2.628 0.258
H -2.547 2.738 0.102
H -3.295 2.762 1.705
H -5.622 0.808 1.364
H -4.610 0.511 2.801
H -5.035 -0.842 1.747
H -4.752 0.629 -1.135
H -3.971 -0.973 -0.993
H -3.034 0.409 -1.590
*
```

(3)
This record from the Open Molecules 2025 dataset describes C6H6 in the gas phase. The level of theory is the ωB97M-V functional and the def2-TZVPD basis.

As for the calculated total energy: -232.08412 Ha. As for the structure (SMILES): C#CC(C)C#C. For the maximum force, the calculation gives 0.0109 hartree/bohr. For the gap between HOMO and LUMO, the calculation gives 11.053 eV.

```
! wB97M-V def2-TZVPD RIJCOSX def2/J DEFGRID3
* xyz 0 1
C -1.149 -0.828 -0.648
C -0.293 -0.106 0.410
C 1.068 -0.669 0.387
C 2.181 -1.108 0.265
C -0.197 1.360 0.263
C -0.056 2.555 0.243
H -0.669 -0.777 -1.629
H -1.227 -1.883 -0.365
H -2.155 -0.406 -0.715
H -0.747 -0.288 1.394
H 3.181 -1.468 0.169
H 0.062 3.617 0.227
*
```

(4)
This record from the Open Molecules 2025 dataset describes a molecular structure, C4H11N3O at a distorted geometry. The level of theory is the ωB97M-V functional and the def2-TZVPD basis.

As for the calculated total energy: -398.41147 Ha. For the maximum force, the calculation gives 0.0879 hartree/bohr. For the gap between HOMO and LUMO, the calculation gives 9.400 eV.

```
! wB97M-V def2-TZVPD RIJCOSX def2/J DEFGRID3
* xyz 0 1
C -0.009 -0.882 -0.786
C 0.714 0.069 0.092
C -1.373 1.816 -0.629
C 1.211 -1.607 0.551
N 2.472 -1.868 0.089
N -1.758 2.127 0.732
O -1.203 -1.142 -0.550
N 0.706 -2.280 1.487
H -1.529 0.702 -0.766
H 0.434 -0.999 -1.799
H 2.731 -1.567 -0.835
H 2.880 -2.734 0.403
H -0.241 -1.995 1.716
H -1.744 3.123 0.912
H -2.678 1.762 0.943
H 1.564 0.601 -0.321
H 0.194 0.415 0.981
H -2.011 2.280 -1.403
H -0.361 2.181 -0.816
*
```

(5)
This record from the Open Molecules 2025 dataset describes a molecular structure, C30H42N4OP2Sr at a distorted geometry. The level of theory is the ωB97M-V functional and the def2-TZVPD basis.

As for the calculated total energy: -2175.89566 Ha. For the maximum force, the calculation gives 0.0557 hartree/bohr. For the gap between HOMO and LUMO, the calculation gives 5.727 eV.

```
! wB97M-V def2-TZVPD RIJCOSX def2/J DEFGRID3
* xyz 0 1
Sr 4.843 -2.390 2.220
C 1.172 -4.323 1.123
C 1.427 -3.260 0.362
C 0.629 -2.006 0.249
C 0.922 -0.898 1.288
C 0.990 -1.280 2.721
C 0.393 -2.324 3.317
C -0.587 -3.229 2.680
C 0.015 -4.511 2.033
C 4.046 -1.976 4.734
H 1.842 -5.189 1.055
H 2.295 -3.295 -0.318
H -0.447 -2.209 0.187
H 0.882 -1.567 -0.727
H 1.883 -0.427 1.022
H 0.153 -0.124 1.137
H 1.580 -0.594 3.333
H 0.596 -2.513 4.372
H -1.200 -2.698 1.947
H -1.273 -3.588 3.460
H 0.357 -5.179 2.836
H -0.824 -5.025 1.535
H 4.455 -2.821 5.310
H 3.062 -1.761 5.181
H 4.697 -1.096 4.901
P -1.573 3.736 -0.646
P -0.713 1.936 -3.018
N -2.771 3.599 0.617
N -1.480 5.503 -0.536
N -1.798 0.561 -3.126
N -0.107 1.782 -4.646
C -2.762 3.631 -2.086
C -2.005 3.241 -3.366
C -2.727 2.562 1.561
C -3.902 2.577 2.294
C -4.714 3.655 1.780
C -4.002 4.251 0.750
C -0.287 6.131 -0.147
C -0.426 7.504 -0.302
C -1.756 7.742 -0.813
C -2.369 6.503 -0.941
C -1.606 -0.558 -2.307
C -2.673 -1.434 -2.480
C -3.571 -0.822 -3.426
C -3.012 0.393 -3.796
C -0.759 1.463 -5.846
C 0.093 1.735 -6.905
C 1.316 2.271 -6.347
C 1.160 2.298 -4.971
H -3.269 4.595 -2.239
H -3.530 2.879 -1.836
H -2.716 2.920 -4.142
H -1.435 4.101 -3.759
H -1.853 1.926 1.609
H -4.172 1.896 3.089
H -5.701 3.939 2.125
H -4.263 5.085 0.112
H 0.546 5.530 0.194
H 0.320 8.256 -0.085
H -2.192 8.704 -1.061
H -3.366 6.268 -1.295
H -0.729 -0.610 -1.681
H -2.800 -2.386 -1.992
H -4.510 -1.228 -3.781
H -3.390 1.141 -4.480
H -1.764 1.064 -5.846
H -0.119 1.585 -7.957
H 2.181 2.602 -6.901
H 1.814 2.635 -4.180
C 5.671 -6.616 2.714
C 4.386 -5.841 2.902
C 3.914 -5.805 4.340
O 4.519 -4.511 2.454
H 6.490 -6.134 3.263
H 5.947 -6.675 1.659
H 5.571 -7.641 3.089
H 3.594 -6.311 2.306
H 4.632 -5.241 4.960
H 2.946 -5.289 4.411
H 3.813 -6.821 4.754
*
```

(6)
This record from the Open Molecules 2025 dataset describes 2 unconnected molecules or ions with the total composition C21H31N5O5 at a distorted geometry. The level of theory is the ωB97M-V functional and the def2-TZVPD basis.

As for the calculated total energy: -1468.80076 Ha. As for the structure (SMILES): COCc1cccc(NC(=O)Nc2cc(C)on2)c1.CNC(=O)[C@@H](NC(C)=O)C(C)C. For the maximum force, the calculation gives 0.0416 hartree/bohr. For the gap between HOMO and LUMO, the calculation gives 8.931 eV.

```
! wB97M-V def2-TZVPD RIJCOSX def2/J DEFGRID3
* xyz 0 1
O 2.411 2.085 -0.872
O -5.703 -4.180 -1.238
O -1.460 -3.480 0.190
N 3.624 -1.394 0.907
O 2.993 -2.542 0.325
O 4.968 7.810 2.091
C 3.336 2.066 -0.076
C -5.919 -3.628 -0.169
C -2.637 -3.591 -0.137
C 3.222 -0.357 0.228
C 2.331 -0.769 -0.816
C 2.227 -2.111 -0.722
C 3.115 6.021 -2.041
C 3.310 4.728 -1.561
C 3.441 7.112 -1.239
C 4.143 5.608 0.522
C 3.802 4.501 -0.262
C 3.969 6.920 0.043
N 3.689 0.899 0.554
N 3.987 3.226 0.291
N -3.061 -3.278 -1.366
N -5.033 -3.540 0.826
C 5.306 8.969 2.858
C -7.259 -2.981 0.083
C 1.410 -2.969 -1.632
C 4.315 8.140 0.858
C -2.212 -2.818 -2.460
C -4.750 -6.182 1.915
C -3.460 -6.434 -0.197
C -3.579 -5.617 1.097
C -3.649 -4.078 0.914
H 1.837 -0.141 -1.544
H 2.718 6.179 -3.039
H 3.070 3.906 -2.225
H 3.290 8.118 -1.621
H 4.537 5.451 1.521
H 4.391 0.938 1.278
H 4.521 3.179 1.149
H -4.038 -3.463 -1.567
H -5.357 -3.048 1.643
H 6.015 9.599 2.311
H 5.770 8.667 3.802
H 4.412 9.557 3.086
H -7.893 -3.129 -0.791
H -7.726 -3.441 0.952
H -7.119 -1.915 0.255
H 0.763 -3.623 -1.043
H 2.068 -3.591 -2.245
H 0.790 -2.354 -2.289
H 3.393 8.693 1.067
H 4.967 8.787 0.262
H -1.461 -3.577 -2.686
H -2.818 -2.639 -3.350
H -1.709 -1.892 -2.174
H -4.562 -7.231 2.145
H -4.844 -5.634 2.852
H -5.680 -6.111 1.350
H -4.327 -6.269 -0.835
H -3.401 -7.496 0.045
H -2.553 -6.164 -0.737
H -2.671 -5.819 1.667
H -3.260 -3.677 1.850
*
```

(7)
This record from the Open Molecules 2025 dataset describes C19H21BrN2O3 in the gas phase. The level of theory is the ωB97M-V functional and the def2-TZVPD basis.

As for the calculated total energy: -3645.82035 Ha. As for the structure (SMILES): CN(CCOc1ccc(Br)cc1)C[C@H](O)COc1ccc(C#N)cc1. For the maximum force, the calculation gives 0.0169 hartree/bohr. For the gap between HOMO and LUMO, the calculation gives 8.900 eV.

```
! wB97M-V def2-TZVPD RIJCOSX def2/J DEFGRID3
* xyz 0 1
C 1.335 2.485 3.012
N 0.910 1.286 2.320
C 1.473 1.173 0.987
H 1.681 2.158 0.545
C 2.778 0.361 1.027
O 2.539 -1.023 1.165
C 2.079 -1.739 0.111
C 1.743 -3.067 0.394
C 1.299 -3.911 -0.599
C 1.189 -3.434 -1.895
C 1.511 -2.125 -2.199
C 1.948 -1.275 -1.197
H 2.192 -0.258 -1.460
H 1.427 -1.765 -3.213
Br 0.571 -4.597 -3.273
H 1.042 -4.935 -0.372
H 1.848 -3.413 1.409
H 3.391 0.566 0.141
H 3.348 0.628 1.919
H 0.768 0.649 0.336
C -0.508 1.030 2.404
H -0.786 1.030 3.463
C -1.420 2.021 1.646
C -2.770 1.354 1.300
H -3.305 1.133 2.230
O -2.637 0.102 0.668
C -2.221 0.018 -0.622
C -1.967 1.097 -1.465
C -1.531 0.876 -2.757
C -1.359 -0.422 -3.233
C -1.646 -1.506 -2.400
C -2.062 -1.285 -1.109
H -2.278 -2.107 -0.446
H -1.545 -2.512 -2.777
C -0.876 -0.633 -4.543
N -0.456 -0.792 -5.598
H -1.323 1.715 -3.405
H -2.111 2.112 -1.131
H -3.382 2.043 0.706
O -1.649 3.221 2.344
H -2.003 3.017 3.217
H -0.916 2.330 0.724
H -0.687 0.025 2.011
H 2.423 2.534 3.000
H 0.937 3.405 2.564
H 1.007 2.430 4.048
*
```

(8)
This record from the Open Molecules 2025 dataset describes a molecular structure, C5H7BrNP at a distorted geometry. The level of theory is the ωB97M-V functional and the def2-TZVPD basis.

As for the calculated total energy: -3164.61515 Ha. For the maximum force, the calculation gives 0.0929 hartree/bohr. For the gap between HOMO and LUMO (alpha / beta), the calculation gives 5.532 / 5.249 eV. The expectation value of S² is 2.019.

```
! wB97M-V def2-TZVPD RIJCOSX def2/J DEFGRID3
* xyz 0 3
C 0.964 -0.504 -0.826
C 1.967 1.263 0.140
C 2.163 0.098 -0.522
C 0.044 0.463 -0.484
C -2.292 -1.414 0.371
N 0.646 1.514 0.118
P -2.300 0.249 -0.416
Br 3.962 -0.542 -0.743
H 1.007 -1.535 -1.355
H 2.598 1.998 0.732
H -3.179 -1.559 0.951
H -1.429 -1.295 1.090
H -2.055 -2.092 -0.392
H 0.082 2.291 0.494
H -2.179 1.063 0.843
*
```